a:
3 unconnected molecules or ions with the total composition C3H13NO2S2, computed with ωB97M-V with the def2-TZVPD basis set.

Structure (ORCA input):
```
! wB97M-V def2-TZVPD RIJCOSX def2/J DEFGRID3
* xyz 0 1
N 0.29946 2.39835 -0.46863
C -0.93151 1.63808 -0.70184
C -1.35294 0.82291 0.48697
S -0.76885 -0.92793 0.65163
S -0.91202 -2.52202 -0.46101
C -2.58069 -3.01113 -0.55499
H 0.17317 3.23263 0.14419
H 1.10230 1.93149 -0.36609
H -1.75411 2.40940 -0.96833
H -0.78211 0.92773 -1.56133
H -0.78252 1.19615 1.41155
H -2.43818 0.75312 0.77960
H -3.35057 -2.26019 -0.19143
H -2.66702 -3.14570 -1.65869
H -2.63576 -3.88699 0.13010
H 2.65038 -1.24297 -1.02305
H 4.12358 -1.27057 -1.43836
O 3.44960 -1.72092 -0.85909
H 3.43199 1.28752 2.84492
H 3.00377 1.80997 1.47617
O 2.72203 1.58105 2.32772
*
```

Output
**Structure (SMILES)**: CSSCCN.O.O
**Gap between HOMO and LUMO**: 8.49 eV
**Lowest unoccupied orbital energy**: 0.018 hartree

Need the natural (NBO) charges? In units of e they are: N -0.851; C -0.252; C -0.540; S -0.006; S 0.148; C -0.816; H 0.369; H 0.356; H 0.201; H 0.203; H 0.252; H 0.223; H 0.242; H 0.238; H 0.234; H 0.468; H 0.465; O -0.934; H 0.472; H 0.465; O -0.937



b:
3 unconnected molecules or ions with the total composition C3H13NO2S2, computed with ωB97M-V with the def2-TZVPD basis set.

Structure (ORCA input):
```
! wB97M-V def2-TZVPD RIJCOSX def2/J DEFGRID3
* xyz 0 1
N 1.23397 -0.22358 -1.72223
C 0.41172 -1.16561 -0.97694
C -1.08430 -0.91318 -0.72821
S -1.29859 0.16760 0.73455
S -0.76132 -0.97896 2.32688
C -2.15358 -2.16602 2.45012
H 0.99265 -0.28826 -2.71002
H 1.07320 0.75644 -1.47549
H 0.52435 -2.10417 -1.54511
H 0.90486 -1.44157 -0.04245
H -1.50687 -0.34232 -1.54098
H -1.61978 -1.83312 -0.51087
H -1.99763 -3.02654 1.79839
H -2.21381 -2.58391 3.45180
H -3.09278 -1.66279 2.22981
H 2.22545 3.17955 1.38082
H 3.01979 2.29891 0.41550
O 2.61639 3.16102 0.49692
H 1.33724 3.09064 -0.68383
H 0.73382 3.31014 -2.06872
O 0.65521 2.76571 -1.27993
*
```

Output
**Structure (SMILES)**: CSSCCN.O.O
**Gap between HOMO and LUMO**: 8.87 eV
**Lowest unoccupied orbital energy**: 0.019 hartree

Need the natural (NBO) charges? In units of e they are: N -0.851; C -0.240; C -0.543; S 0.082; S 0.068; C -0.752; H 0.344; H 0.389; H 0.185; H 0.193; H 0.228; H 0.218; H 0.211; H 0.227; H 0.229; H 0.486; H 0.487; O -0.944; H 0.493; H 0.466; O -0.977



Most stable: b. Least stable: a.



a:
A single C4H6O molecule, computed with ωB97M-V with the def2-TZVPD basis set.

Structure (ORCA input):
```
! wB97M-V def2-TZVPD RIJCOSX def2/J DEFGRID3
* xyz 0 1
C -0.19656 -1.34005 0.35207
O -1.11975 -0.30558 0.25954
C -0.61377 0.77371 -0.47241
C 0.77674 1.12360 0.03276
C 1.62843 0.34684 0.66397
H -0.64494 -2.12401 0.96828
H 0.08145 -1.72388 -0.64415
H -1.31012 1.60959 -0.35025
H -0.55135 0.52996 -1.54725
H 1.14859 2.13207 -0.15239
H 0.80127 -1.02226 0.88984
*
```

Output
**Gap between HOMO and LUMO**: 10.16 eV
**Lowest unoccupied orbital energy**: 0.006 hartree

Need the natural (NBO) charges? In units of e they are: C -0.200; O -0.492; C -0.076; C -0.558; C 0.086; H 0.212; H 0.172; H 0.208; H 0.180; H 0.283; H 0.185



b:
A single C4H6O molecule, computed with ωB97M-V with the def2-TZVPD basis set.

Structure (ORCA input):
```
! wB97M-V def2-TZVPD RIJCOSX def2/J DEFGRID3
* xyz 0 1
C 1.78205 -0.28030 -0.26917
C 2.98242 -0.00846 0.10195
C -0.62583 0.30766 -0.51385
C -1.85676 -0.29788 0.12993
O 0.55455 -0.13730 -0.06032
H 3.86815 -0.48073 -0.22928
H 3.20228 0.64167 0.96265
H -0.68705 1.12641 -1.18242
H -2.45216 0.13866 0.94032
H -1.42452 -1.35781 0.49863
H -2.62878 -0.48510 -0.66019
*
```

Output
**Gap between HOMO and LUMO (alpha / beta)**: 8.19 / 8.23 eV
**Lowest unoccupied orbital energy (alpha / beta)**: 0.023 / 0.020 hartree

Need the natural (NBO) charges? In units of e they are: C 0.358; C -0.606; C 0.085; C -0.683; O -0.404; H 0.220; H 0.195; H 0.168; H 0.223; H 0.223; H 0.220



c:
A single C4H6O molecule, computed with ωB97M-V with the def2-TZVPD basis set.

Structure (ORCA input):
```
! wB97M-V def2-TZVPD RIJCOSX def2/J DEFGRID3
* xyz 0 1
O 2.42512 -0.34568 -0.00679
C 1.19654 -0.39232 -0.50677
C 0.22231 0.15455 0.40065
C -0.94325 0.80318 -0.32970
C -1.12957 -0.52753 0.27891
H 2.80496 -0.77421 -0.78350
H 0.51553 0.54340 1.37112
H -1.36682 1.66774 0.16230
H -0.86463 0.87106 -1.41097
H -1.68084 -0.61549 1.20700
H -1.17936 -1.38469 -0.38224
*
```

Output
**Gap between HOMO and LUMO**: 9.62 eV
**Lowest unoccupied orbital energy**: 0.042 hartree

Need the natural (NBO) charges? In units of e they are: O -0.651; C 0.187; C -0.414; C -0.378; C -0.378; H 0.510; H 0.217; H 0.222; H 0.232; H 0.223; H 0.231



d:
A single C4H6O molecule, computed with ωB97M-V with the def2-TZVPD basis set.

Structure (ORCA input):
```
! wB97M-V def2-TZVPD RIJCOSX def2/J DEFGRID3
* xyz 0 1
C 0.24018 1.21504 -0.37858
O 1.08892 0.17256 -0.54370
C 0.37697 -1.03484 -0.38654
C -0.55396 -0.80553 0.79098
C -0.87780 0.39783 1.22795
H 0.79527 2.15310 -0.29902
H -0.59644 1.26851 -1.08592
H 1.10586 -1.83328 -0.22178
H -0.20136 -1.26163 -1.29670
H -0.98192 -1.67571 1.28415
H -0.39571 1.40395 0.90916
*
```

Output
**Gap between HOMO and LUMO**: 9.56 eV
**Lowest unoccupied orbital energy**: 0.031 hartree

Need the natural (NBO) charges? In units of e they are: C -0.061; O -0.477; C -0.105; C -0.379; C -0.209; H 0.205; H 0.170; H 0.204; H 0.178; H 0.241; H 0.233



Most stable: c. Least stable: b.



a:
A single C4H6O molecule, computed with ωB97M-V with the def2-TZVPD basis set.

Structure (ORCA input):
```
! wB97M-V def2-TZVPD RIJCOSX def2/J DEFGRID3
* xyz 0 1
C 0.96052 -0.42851 1.11431
C 0.36899 -0.40165 -0.22735
C -0.08374 0.87239 -0.85354
C -1.07817 -0.01727 -0.23713
H 0.62437 0.41994 1.76340
H 0.73012 -1.31807 -0.76542
H -0.00408 0.78203 -1.93522
H 0.10843 1.80445 -0.32729
H -1.57497 0.32533 0.74614
H -1.74934 -0.70498 -0.76661
O 1.69787 -1.33366 1.48872
*
```

Output
**Structure (SMILES)**: O=CC1CC1
**Gap between HOMO and LUMO**: 10.88 eV
**Lowest unoccupied orbital energy**: 0.039 hartree

Need the natural (NBO) charges? In units of e they are: C 0.440; C -0.355; C -0.408; C -0.400; H 0.099; H 0.245; H 0.235; H 0.230; H 0.217; H 0.232; O -0.536



b:
A single C4H6O molecule, computed with ωB97M-V with the def2-TZVPD basis set.

Structure (ORCA input):
```
! wB97M-V def2-TZVPD RIJCOSX def2/J DEFGRID3
* xyz 0 1
O 0.81853 2.22415 -0.50707
C 0.38134 1.12878 -0.26272
C 0.81251 0.02402 0.71982
C -0.39695 -0.82998 0.28726
C -0.78311 0.27653 -0.74104
H 1.79565 -0.40918 0.50791
H 0.75274 0.32992 1.76281
H -1.13289 -1.23113 0.96803
H -0.04020 -1.71194 -0.28842
H -1.75523 0.68170 -1.03975
H -0.43163 -0.53641 -1.40720
*
```

Output
**Structure (SMILES)**: O=C1CCC1
**Gap between HOMO and LUMO**: 10.48 eV
**Lowest unoccupied orbital energy**: 0.033 hartree

Need the natural (NBO) charges? In units of e they are: O -0.518; C 0.606; C -0.525; C -0.373; C -0.572; H 0.231; H 0.241; H 0.216; H 0.180; H 0.240; H 0.274



Most stable: a. Least stable: b.



a:
A single C4H6O molecule, computed with ωB97M-V with the def2-TZVPD basis set.

Structure (ORCA input):
```
! wB97M-V def2-TZVPD RIJCOSX def2/J DEFGRID3
* xyz 0 1
C -1.87071 -0.43846 -0.09120
C -0.46294 0.08368 0.08822
C -0.10855 1.29142 0.06985
C 0.82186 -0.74712 0.17180
H -2.11005 -0.85196 0.96624
H -2.69591 0.24712 -0.23976
H -2.14820 -1.18742 -0.96051
H 0.97534 1.77065 0.03873
H -0.86260 2.00845 -0.15395
H 0.56637 -1.67887 0.17915
O 1.99963 -0.18064 -0.15774
*
```

Output
**Structure (SMILES)**: C=C(C)C=O
**Gap between HOMO and LUMO**: 9.85 eV
**Lowest unoccupied orbital energy**: -0.005 hartree

Need the natural (NBO) charges? In units of e they are: C -0.660; C -0.173; C -0.272; C 0.406; H 0.225; H 0.237; H 0.234; H 0.246; H 0.176; H 0.124; O -0.541



b:
A single C4H6O molecule, computed with ωB97M-V with the def2-TZVPD basis set.

Structure (ORCA input):
```
! wB97M-V def2-TZVPD RIJCOSX def2/J DEFGRID3
* xyz 0 1
O 2.64151 -0.26585 0.30524
C 1.54246 -0.25030 -0.19603
C 0.29530 0.10899 0.51513
C -0.79639 0.80239 -0.26997
C -0.97646 -0.61700 0.13403
H 1.39621 -0.51605 -1.27031
H 0.42776 0.38371 1.55638
H -1.35198 1.57892 0.24619
H -0.60435 1.00885 -1.32008
H -1.65883 -0.85575 0.94369
H -0.91112 -1.37801 -0.63975
*
```

Output
**Structure (SMILES)**: O=CC1CC1
**Gap between HOMO and LUMO**: 10.95 eV
**Lowest unoccupied orbital energy**: 0.041 hartree

Need the natural (NBO) charges? In units of e they are: O -0.522; C 0.442; C -0.346; C -0.399; C -0.399; H 0.096; H 0.236; H 0.228; H 0.218; H 0.228; H 0.219



c:
A single C4H6O molecule, computed with ωB97M-V with the def2-TZVPD basis set.

Structure (ORCA input):
```
! wB97M-V def2-TZVPD RIJCOSX def2/J DEFGRID3
* xyz 0 1
C -2.33449 -0.27876 -0.01177
C -1.10352 0.26511 0.06067
C 1.17620 0.38082 -0.23148
C 2.31949 -0.34386 0.07288
H -3.20932 0.30797 0.30295
H -2.52719 -1.31104 -0.47625
H -0.87160 1.27930 0.49083
H 1.10672 1.43037 -0.62358
H 2.11666 -1.50388 0.35538
H 3.27841 0.13403 0.32110
O 0.04864 -0.36005 -0.26074
*
```

Output
**Structure (SMILES)**: C=COC=C
**Gap between HOMO and LUMO**: 9.81 eV
**Lowest unoccupied orbital energy**: 0.043 hartree

Need the natural (NBO) charges? In units of e they are: C -0.501; C 0.133; C 0.105; C -0.474; H 0.218; H 0.218; H 0.172; H 0.195; H 0.221; H 0.217; O -0.503



Most stable: b. Least stable: a.